6
Properties=species:S:1:pos:R:3:forces:R:3 method="wB97M-V/def2-TZVPD" de_lowest_kj_mol=172.97 gap_ev=8.883 mol_weight_g_mol=96.5 total_energy_ev=-24925.78679 smiles="O=C=[PH2]Cl"
C 3.1897 0.2782 0.2716 1.61 -0.03 0.87
O 3.9222 1.1181 0.0624 0.99 0.52 -0.07
P 1.3321 0.1251 -0.2445 -4.42 2.05 -3.45
Cl 1.3193 -1.7847 -0.1982 0.34 -3.40 0.47
H 0.9139 0.6368 0.9107 -0.03 0.41 2.21
H -0.1871 0.0646 -0.6283 1.51 0.45 -0.02

***

71
Properties=species:S:1:pos:R:3:forces:R:3 method="wB97M-V/def2-TZVPD" gap_ev="5.854 / 5.991" mol_weight_g_mol=651.4 multiplicity=5 total_energy_ev=-143977.69931 total_charge=+3
Ho -0.7529 0.6580 -0.3701 0.86 -1.54 3.25
P 1.1304 -1.6438 0.5563 0.26 -0.64 0.33
P -0.8397 1.5320 2.3760 -0.21 0.75 1.22
P 1.9420 1.5884 -0.2253 1.05 0.96 -0.08
H -1.5711 0.7080 -3.1951 0.05 -0.18 0.65
C -0.5180 0.7005 -2.8923 1.53 -2.48 -1.23
C 0.0957 -0.4834 -2.5231 -0.83 0.81 -2.44
H -0.5102 -1.3993 -2.4094 0.10 0.49 0.13
C 0.3485 -3.3026 0.6648 -0.34 0.10 -0.26
C 1.8185 -1.5893 2.2639 -0.15 0.38 -0.02
C 2.6320 -2.1221 -0.3906 -0.14 0.30 -0.24
C -1.6746 3.1698 2.4039 -0.05 0.02 -0.22
C -1.9515 0.6120 3.5110 -0.10 -0.35 -0.19
C 0.5547 1.8906 3.5142 0.27 -0.19 -0.19
C 2.9777 1.4118 -1.7293 -0.22 -0.15 -0.26
C 3.2366 1.3191 1.0445 -0.05 -0.18 0.34
C 1.8142 3.4156 -0.1229 -0.26 0.26 -0.20
H 0.0311 1.5938 -3.1922 0.12 -0.23 0.16
H 1.1665 -0.6849 -2.6605 -0.30 0.58 0.65
H -0.2632 -3.4839 -0.2309 0.20 -0.17 0.24
H -0.3017 -3.3584 1.5498 0.24 -0.08 -0.23
H 1.1448 -4.0615 0.7376 -0.45 0.20 0.02
H 0.9870 -1.5010 2.9788 0.29 -0.12 -0.10
H 2.4860 -0.7285 2.3984 -0.19 -0.41 0.05
H 2.3696 -2.5267 2.4408 -0.19 0.35 0.03
H 2.3484 -2.3143 -1.4351 0.22 -0.12 0.26
H 3.0329 -3.0418 0.0639 -0.01 0.38 -0.26
H 3.3917 -1.3285 -0.3815 -0.18 -0.36 0.03
H -1.8793 3.4376 3.4540 0.04 -0.02 -0.44
H -2.6162 3.1220 1.8379 0.18 0.13 0.25
H -1.0284 3.9341 1.9482 -0.20 -0.16 0.17
H -2.1227 1.2145 4.4160 0.08 -0.18 -0.30
H -1.5034 -0.3475 3.8083 -0.13 0.25 -0.06
H -2.9192 0.4221 3.0258 0.20 0.05 0.18
H 0.1429 2.2749 4.4591 0.09 -0.11 -0.30
H 1.2109 2.6583 3.0794 -0.15 -0.25 0.19
H 1.1315 0.9763 3.7241 -0.14 0.37 -0.05
H 3.7257 2.2185 -1.7369 -0.20 -0.31 -0.04
H 2.3566 1.4859 -2.6306 0.27 0.08 0.08
H 3.4904 0.4407 -1.7433 -0.13 0.27 -0.01
H 4.0356 2.0626 0.9014 -0.29 -0.20 -0.04
H 3.6809 0.3189 0.9658 -0.11 0.32 0.02
H 2.8189 1.4459 2.0514 0.21 -0.03 -0.26
H 2.7822 3.8512 -0.4114 -0.33 -0.01 0.19
H 1.5585 3.7240 0.9005 0.12 -0.05 -0.22
H 1.0156 3.7810 -0.7916 0.70 -0.08 0.29
C -2.0770 4.0090 -3.0996 -0.44 0.87 -0.78
C -2.0312 3.2871 -4.3021 0.30 -0.12 0.25
C -2.3138 3.9177 -5.5282 -0.10 0.27 0.52
C -2.6957 5.2597 -5.5679 0.08 -0.01 0.60
C -2.8202 5.9645 -4.3626 0.22 -0.69 -0.32
C -2.5094 5.3412 -3.1519 0.20 -0.22 0.16
Se -1.5589 3.4478 -1.2294 -0.84 -1.34 -1.70
H -1.7037 1.9132 -1.5723 -1.00 2.45 -0.43
H -1.7811 2.2362 -4.3223 0.02 0.16 -0.16
H -2.2414 3.3668 -6.4623 0.00 -0.09 0.28
H -2.8958 5.7573 -6.5167 0.01 -0.20 0.26
H -3.1530 6.9934 -4.3714 0.04 -0.01 0.11
H -2.5949 5.9053 -2.2415 -0.08 0.27 0.26
C -4.2682 -2.4451 -0.7489 -0.34 -0.09 -0.15
N -3.6705 -2.5390 0.5924 0.77 0.56 0.10
C -4.2768 -3.4880 1.5456 0.12 -0.17 0.24
C -2.6454 -1.7938 0.9338 -0.87 -0.61 -0.36
O -2.1629 -0.8956 0.1589 0.09 0.04 0.09
H -5.1443 -3.0889 -0.7516 0.00 0.05 -0.03
H -3.5973 -2.8001 -1.5366 0.12 0.03 0.31
H -4.5903 -1.4311 -0.9906 0.11 -0.02 0.21
H -4.2401 -4.5073 1.1214 0.00 0.50 0.25
H -3.7003 -3.4390 2.4883 -0.45 -0.17 -0.45
H -5.3283 -3.1981 1.7222 0.54 -0.14 -0.05
H -2.1991 -1.9827 1.9222 -0.26 0.21 -0.31

***

60
Properties=species:S:1:pos:R:3:forces:R:3 method="wB97M-V/def2-TZVPD" gap_ev=7.538 mol_weight_g_mol=1093.2 total_energy_ev=-289299.61208
Sn -1.0019 -1.2685 0.9507 -0.06 0.00 -0.05
C -2.7014 -4.3553 1.2971 -0.02 0.00 0.01
C -3.6663 -3.2770 0.9070 0.04 -0.03 -0.03
C -5.0218 -3.5783 0.6509 0.01 0.01 0.00
C -5.8687 -2.5969 0.2298 0.03 0.01 0.00
C -5.3912 -1.2797 0.0405 -0.02 0.00 -0.01
C -6.1704 -0.1835 -0.4004 0.01 -0.01 0.00
Br -8.0107 -0.4119 -0.7827 0.00 0.01 0.00
C -5.6052 1.0475 -0.5555 0.00 0.00 0.00
C -4.2403 1.2493 -0.2871 -0.01 -0.03 -0.01
Br -3.5157 2.9695 -0.5266 -0.01 0.01 0.00
C -3.4165 0.2274 0.1366 0.04 -0.02 -0.01
O -2.1348 0.3843 0.3839 0.05 -0.05 0.04
C -4.0295 -1.0546 0.3126 -0.06 0.02 0.00
N -3.2149 -2.0527 0.7551 0.00 0.06 0.01
H -3.1780 -5.0892 1.9455 0.01 0.00 0.00
H -1.8274 -3.9490 1.8049 -0.01 0.00 0.02
H -2.3484 -4.8759 0.4037 -0.01 0.00 -0.01
H -5.3680 -4.5935 0.7877 -0.01 0.00 0.00
H -6.9091 -2.8138 0.0300 0.00 0.00 0.00
H -6.2008 1.8841 -0.8923 0.00 0.00 0.00
Cl 0.0019 2.4047 -3.1485 0.00 -0.01 -0.02
C 0.0351 2.9890 -1.5274 0.03 -0.08 0.06
C 0.5269 2.1808 -0.5028 -0.04 0.07 0.00
C 0.4666 2.6641 0.8036 -0.01 -0.02 -0.08
Cl 0.9776 1.6799 2.1244 0.00 -0.03 0.02
C -0.0209 3.9389 1.0802 -0.02 0.03 -0.06
Cl -0.0872 4.5199 2.6933 0.00 0.00 0.03
C -0.4703 4.7450 0.0365 0.01 -0.01 0.03
Cl -1.0878 6.3108 0.3673 -0.01 0.02 0.00
C -0.4515 4.2676 -1.2704 0.03 -0.01 0.00
Cl -1.0495 5.2454 -2.5479 -0.01 0.02 -0.01
Cl 0.2201 -2.3635 -3.8580 -0.01 0.01 0.00
C -0.5442 -3.5260 -2.7532 0.06 0.03 0.00
Cl -2.2603 -3.7009 -3.1560 -0.02 0.00 0.03
Cl 0.2493 -5.0891 -2.8909 0.02 0.00 -0.01
C -0.3934 -2.9440 -1.3151 -0.13 -0.05 0.11
O -1.1579 -1.9391 -1.0956 0.04 0.02 -0.05
O 0.3914 -3.4369 -0.5266 0.05 -0.01 -0.03
C 7.1635 1.1093 1.6421 0.01 0.00 0.00
C 5.7914 0.9344 1.0525 -0.01 0.02 -0.01
C 5.2920 1.8247 0.1141 -0.01 0.00 0.02
C 4.0273 1.6725 -0.4459 -0.08 0.00 -0.01
C 3.5734 2.6712 -1.4758 0.04 0.01 -0.02
C 3.2295 0.5995 -0.0245 0.06 -0.04 -0.07
Te 1.3495 0.2823 -0.9544 0.06 -0.01 0.05
C 3.7113 -0.3198 0.9165 0.06 0.00 0.03
C 2.9379 -1.5206 1.3859 -0.03 -0.03 -0.01
C 4.9890 -0.1319 1.4326 -0.03 0.02 0.03
H 7.6431 2.0119 1.2657 0.00 0.00 0.00
H 7.8035 0.2593 1.3991 0.00 0.00 0.00
H 7.1142 1.1801 2.7299 0.00 0.00 0.00
H 5.9045 2.6616 -0.2032 0.00 0.00 0.00
H 4.4156 3.2684 -1.8222 0.00 -0.01 0.00
H 2.8266 3.3571 -1.0712 0.02 0.00 0.01
H 3.1245 2.1758 -2.3393 0.00 0.02 0.00
H 1.8699 -1.3231 1.4481 -0.03 0.05 0.02
H 3.2800 -1.8278 2.3739 0.02 -0.02 -0.02
H 3.0662 -2.3697 0.7107 -0.03 0.01 -0.03
H 5.3623 -0.8441 2.1613 0.00 0.01 0.00

***

9
Properties=species:S:1:pos:R:3:forces:R:3 method="wB97M-V/def2-TZVPD" de_lowest_kj_mol=167.54 gap_ev=8.330 mol_weight_g_mol=222.0 total_energy_ev=-26056.55071
N -0.6806 -0.8470 0.6389 0.94 1.03 1.28
N -0.7648 0.7990 -1.2942 -1.02 1.18 0.05
O 0.0251 1.5280 1.0824 0.39 -2.56 -1.45
O 1.3897 0.2379 -0.6126 0.22 -0.77 0.94
S -0.0640 0.5142 0.0122 -2.41 4.55 -1.51
I 2.2581 -1.3200 0.1900 1.79 -0.76 0.09
H -0.0069 -1.0539 1.3689 -0.77 -0.89 0.48
H -0.9856 -1.6166 0.0779 0.13 -0.13 -0.64
H -1.1710 1.7585 -1.4635 0.73 -1.64 0.74

***

18
Properties=species:S:1:pos:R:3:forces:R:3 method="wB97M-V/def2-TZVPD" de_lowest_kj_mol=303.94 gap_ev=6.588 mol_weight_g_mol=153.2 total_energy_ev=-28529.85254 smiles="CCP(=O)(CC)S[O-]" total_charge=-1
C -0.6797 0.5905 1.7663 -1.24 -0.61 -0.94
C -0.4213 0.6597 -1.8626 -2.28 -1.20 -0.17
C 0.0793 -0.7506 1.5994 2.91 3.32 -1.51
C -0.2986 -0.7745 -1.3885 -0.96 0.18 2.19
O 1.4781 -2.3814 -0.2534 1.15 -0.50 0.59
O 1.4325 1.9656 -0.2346 -0.63 1.23 0.14
P 1.0354 -0.9741 -0.0761 -2.42 0.34 -0.03
S 2.2968 0.7346 0.0218 1.30 -1.54 -0.19
H -1.1982 0.7138 2.7215 0.43 -0.27 0.36
H -0.0985 1.4733 1.5643 0.30 0.22 -0.22
H -1.5601 0.5617 1.0586 0.93 0.24 0.31
H -0.3907 1.4332 -1.1732 -0.13 0.99 1.76
H 0.4775 0.7456 -2.3374 2.27 0.91 -1.94
H -1.2627 0.8681 -2.5227 -0.06 -0.34 -0.38
H -0.5499 -1.4588 1.9209 -2.30 -3.33 0.54
H 0.9703 -0.8060 2.2322 -0.12 0.21 0.30
H -0.1855 -1.3707 -2.2877 0.49 -0.58 0.31
H -1.1249 -1.2301 -0.7486 0.35 0.71 -1.11

***

10
Properties=species:S:1:pos:R:3:forces:R:3 method="wB97M-V/def2-TZVPD" de_lowest_kj_mol=474.05 gap_ev=8.531 mol_weight_g_mol=84.1 total_energy_ev=-8198.97221
N 1.0640 -0.1706 -0.3083 0.19 -2.31 0.43
C 0.0034 1.3722 -0.0571 -1.66 1.74 -1.18
C -1.1025 -0.6243 0.2383 -0.42 -0.27 -0.20
C 0.1046 -1.1368 -0.0112 0.49 0.67 -0.41
O -1.2003 0.7420 0.3250 2.15 -0.20 0.68
N 0.7313 1.0237 -1.0719 -0.11 0.14 0.50
H 2.0349 -0.2579 -0.0375 -0.34 0.15 0.12
H -0.0211 2.3894 0.3320 -0.23 0.09 0.16
H -1.9940 -1.1608 0.5131 -0.04 0.01 -0.12
H 0.3797 -2.1769 0.0776 -0.03 -0.01 0.02

***

40
Properties=species:S:1:pos:R:3:forces:R:3 method="wB97M-V/def2-TZVPD" gap_ev=5.499 mol_weight_g_mol=340.2 total_energy_ev=-50737.96854
Na 4.1538 1.7125 0.0047 -0.88 -0.37 -0.27
Na 1.0763 -4.0727 3.0873 0.01 0.76 -0.52
S 0.2343 -0.1648 0.4699 -0.32 1.14 0.38
O 1.1699 0.5253 1.4168 0.71 0.50 0.54
O 0.7674 -0.0619 -0.8799 1.71 -0.69 -1.83
O 0.1132 -1.5603 0.9359 -0.15 -1.32 0.24
O -1.0598 0.5280 0.4113 -1.03 0.07 0.91
O 3.6692 -1.6940 3.0839 0.03 -0.38 -0.05
H 4.5495 -1.4614 3.3793 0.21 -0.09 0.19
H 3.2403 -0.8535 2.9228 -0.60 0.30 -0.19
O 0.3168 2.3901 -4.4883 0.32 0.12 -0.27
H 0.2208 1.4577 -4.2945 -0.04 -0.23 0.10
H -0.3097 2.8217 -3.9074 -0.34 0.09 0.29
O 3.8274 0.3235 -2.8534 0.50 0.43 0.52
H 4.0178 -0.5767 -3.1171 0.04 -0.23 -0.14
H 2.9284 0.2927 -2.5263 -0.78 -0.09 0.07
O 0.3376 -2.1108 -3.6724 0.29 -0.17 -0.31
H -0.4923 -1.8505 -4.0721 -0.22 0.02 -0.06
H 0.4264 -1.5391 -2.9099 -0.05 0.30 0.64
O 0.7724 4.2180 1.7433 0.37 0.37 0.02
H 0.8861 3.2731 1.8462 -0.15 -0.59 -0.02
H -0.1368 4.3211 1.4622 -0.19 -0.06 -0.07
O -2.3018 2.9284 -2.1948 -0.01 0.15 -0.37
H -2.5220 3.6933 -1.6632 -0.03 0.19 0.08
H -2.0924 2.2455 -1.5576 0.29 -0.44 0.31
O 2.3870 -3.9000 -0.8631 0.25 -0.48 0.27
H 2.9269 -3.2693 -1.3394 0.00 0.14 -0.13
H 1.7128 -3.3679 -0.4405 -0.45 0.52 -0.01
O -4.1985 -0.2705 -1.2244 -0.11 -0.27 -0.13
H -3.4705 0.1529 -0.7694 0.56 0.07 0.21
H -4.9801 0.1649 -0.8841 -0.22 0.07 0.05
O 0.5639 0.1343 4.8388 0.30 -0.21 0.51
H 0.8274 0.3452 3.9431 -0.06 0.16 -0.72
H -0.1693 -0.4725 4.7368 -0.29 0.06 -0.12
O -2.9511 -3.2192 0.6720 -0.16 -0.55 0.25
H -3.3206 -2.4639 0.2147 -0.09 0.33 -0.21
H -2.0484 -2.9653 0.8642 0.39 0.45 -0.12
O -3.6924 1.2571 2.8820 -0.19 -0.03 0.25
H -3.0826 1.1497 2.1520 0.53 -0.20 -0.32
H -4.2976 1.9391 2.5907 -0.15 0.15 -0.01

***

92
Properties=species:S:1:pos:R:3:forces:R:3 method="wB97M-V/def2-TZVPD" de_lowest_kj_mol=103.07 gap_ev="4.686 / 7.166" mol_weight_g_mol=860.9 multiplicity=3 total_energy_ev=-134431.43717 total_charge=+1
W -0.9848 -0.1744 0.8375 -0.34 -0.60 -0.22
C -1.3392 -2.3551 4.4224 0.02 0.00 0.01
N -1.0940 -0.9535 4.1081 0.00 0.01 0.00
C -2.1124 -0.1447 4.7769 0.02 -0.01 0.02
C 0.2447 -0.5862 4.5525 0.02 0.01 0.01
C 0.6457 0.8087 4.1251 -0.04 0.02 0.00
N 0.8571 0.9359 2.6698 0.01 0.00 -0.06
C 0.7974 2.3724 2.3224 0.07 0.01 -0.01
C 2.2327 0.4923 2.3792 -0.02 -0.07 0.06
H -1.3528 -2.5363 5.5071 0.00 0.00 0.00
H -0.5532 -2.9783 3.9934 0.00 -0.01 0.00
H -2.3021 -2.6646 4.0141 0.00 0.00 0.00
H -1.9714 -0.1443 5.8674 -0.01 -0.01 0.00
H -3.0966 -0.5535 4.5568 0.01 0.01 -0.01
H -2.0915 0.8894 4.4330 0.01 0.01 0.01
H 0.9487 -1.3151 4.1399 -0.01 -0.01 0.00
H 0.3283 -0.6579 5.6492 -0.01 0.01 0.00
H 1.5664 1.0871 4.6536 -0.01 0.05 0.00
H -0.1097 1.5325 4.4283 -0.05 -0.02 -0.02
H 1.5485 2.9278 2.8966 0.00 0.00 0.00
H -0.1868 2.7735 2.5446 0.00 0.00 0.01
H 1.0055 2.5046 1.2617 0.01 -0.01 0.01
H 2.9540 1.1824 2.8321 0.00 -0.01 0.01
H 2.4077 0.4680 1.3071 0.01 0.02 0.02
H 2.4138 -0.4937 2.8074 0.00 -0.01 -0.02
C 2.4418 -1.9439 -5.6986 0.02 0.02 0.03
O 1.4266 -1.1554 -5.0817 -0.05 -0.02 0.06
C 1.1250 -1.2880 -3.7752 -0.01 -0.01 -0.10
O 0.3136 -0.5638 -3.2650 0.08 0.01 -0.02
N 1.8077 -2.2842 -3.1146 0.04 0.06 -0.02
N 1.5352 -2.4984 -1.7590 0.06 -0.13 0.02
H 2.5143 -1.5822 -6.7190 0.01 0.00 0.00
H 2.1665 -3.0015 -5.7253 0.00 0.00 -0.01
H 3.4032 -1.8112 -5.1999 0.00 -0.01 0.00
H 2.2309 -3.0289 -3.6427 0.03 0.01 0.01
H 2.4132 -2.6514 -1.2771 0.00 -0.01 -0.01
H 0.9464 -3.3164 -1.6387 0.00 0.01 -0.01
C -2.8034 -0.0882 -2.6485 0.01 0.01 0.00
C -2.7384 -1.1962 -1.5962 -0.11 0.04 -0.01
C -2.0923 -2.4551 -2.1739 0.06 0.00 0.01
C -4.1386 -1.5120 -1.0620 0.02 -0.01 0.00
N -1.9390 -0.7322 -0.4830 0.44 0.31 0.42
H -3.2670 -0.4814 -3.5544 -0.03 0.01 0.01
H -1.8036 0.2621 -2.8978 -0.03 -0.03 -0.03
H -3.4079 0.7467 -2.2898 0.03 0.02 0.02
H -2.7564 -2.8891 -2.9222 0.01 0.00 -0.02
H -1.9289 -3.2016 -1.3924 -0.02 -0.01 0.00
H -1.1429 -2.1974 -2.6386 -0.03 -0.02 0.04
H -4.7998 -1.7653 -1.8914 0.00 -0.01 0.00
H -4.5540 -0.6498 -0.5397 -0.01 0.00 -0.01
H -4.1163 -2.3568 -0.3706 0.00 0.02 0.01
Cl -3.8258 3.3976 2.8235 0.01 0.00 0.01
C -4.1889 1.7847 2.2022 -0.10 -0.10 0.10
C -2.9533 0.9883 1.9174 0.43 0.19 0.25
O -2.9341 -0.2600 1.9741 -0.16 0.04 -0.02
O -1.8664 1.5805 1.5626 -0.41 0.11 -0.38
H -4.7419 1.8839 1.2672 0.00 0.01 0.01
H -4.8063 1.2500 2.9190 0.00 0.00 -0.01
C 2.3988 6.0332 -3.2637 0.01 -0.01 -0.01
C 2.1107 4.6695 -2.7040 -0.02 0.01 0.01
C 0.8837 4.3629 -2.1330 0.01 -0.01 -0.07
C 0.5874 3.1099 -1.6181 -0.04 -0.03 -0.03
C -0.8234 2.8655 -1.1483 0.04 0.03 0.00
C 1.5899 2.1037 -1.6187 0.06 0.08 0.11
C 1.4981 0.8524 -0.9723 0.12 -0.23 -0.07
O 0.5812 0.4668 -0.0939 -0.21 0.00 0.32
C 2.8260 2.3866 -2.2857 -0.02 0.01 -0.02
C 3.8961 1.3369 -2.4313 -0.01 0.02 0.02
C 3.0563 3.6446 -2.7943 -0.02 -0.02 -0.02
H 1.6500 6.7573 -2.9457 0.00 0.00 0.00
H 2.4030 6.0146 -4.3559 0.00 0.00 0.00
H 3.3775 6.3917 -2.9417 0.00 0.00 0.00
H 0.1087 5.1227 -2.1146 0.00 0.00 0.00
H -1.5149 3.4316 -1.7741 0.00 0.03 0.03
H -0.9804 3.1860 -0.1163 0.00 -0.04 0.01
H -1.0988 1.8171 -1.2300 -0.01 0.00 -0.03
H 2.2841 0.1244 -1.1266 -0.05 -0.04 0.00
H 3.5031 0.4204 -2.8797 0.01 0.00 -0.01
H 4.3369 1.0676 -1.4671 0.00 -0.02 0.00
H 4.6964 1.7046 -3.0711 0.01 0.01 0.01
H 4.0045 3.8433 -3.2829 0.00 0.01 0.00
Br 3.2517 -4.2233 1.6023 0.02 0.00 -0.01
C 1.4116 -3.8509 1.5189 0.01 0.02 0.00
C 0.4660 -4.8625 1.5720 -0.05 0.09 -0.03
C -0.8735 -4.5095 1.4890 0.05 0.02 0.11
C -1.2148 -3.1760 1.3786 -0.06 -0.09 -0.10
N -0.2881 -2.2124 1.2950 0.18 0.35 -0.35
C 1.0055 -2.5378 1.3578 0.01 -0.07 -0.06
H 0.7683 -5.8963 1.6672 0.01 0.00 0.01
H -1.6478 -5.2623 1.5223 -0.01 0.01 0.01
H -2.2449 -2.8486 1.3324 0.01 -0.01 -0.01
H 1.7160 -1.7340 1.2385 0.00 -0.01 -0.01